(1)
The following is a DFT calculation (the ωB97M-V functional and the def2-TZVPD basis) of a structure of composition C40H56IrN2O3P2.

Its gap between HOMO and LUMO (spin up / spin down) is 6.33 / 7.69 eV. As for the spin multiplicity: 6. The calculation puts the HOMO energy (spin up / spin down) at -5.81 / -7.87 eV. The value obtained for the LUMO energy (spin up / spin down) is 0.515 / -0.180 eV.

The geometry in XYZ format:
```
104
Properties=species:S:1:pos:R:3:lowdin_spin:R:1
Ir 1.256 -0.505 -1.697 2.719
N 0.300 0.346 -3.678 0.077
C 0.520 1.746 -4.087 0.015
C 2.003 2.028 -4.305 0.003
C 2.787 1.741 -3.034 0.030
O 3.220 2.657 -2.353 0.032
O 2.891 0.467 -2.756 0.166
H 0.646 -0.292 -4.388 0.008
H -0.681 0.142 -3.515 0.004
H 0.139 2.383 -3.287 0.001
H -0.038 1.984 -4.996 0.003
H 2.136 3.070 -4.588 0.000
H 2.378 1.386 -5.108 0.000
C 1.129 -2.607 -2.126 0.968
H 1.597 -3.050 -3.008 0.092
H 0.532 -3.312 -1.545 0.080
O -1.282 -0.443 -1.597 0.081
P -2.571 -0.116 -0.878 0.009
C -2.928 1.642 -1.264 0.001
C -4.357 2.220 -1.188 0.000
C -4.713 2.924 0.120 0.000
C -3.640 3.938 0.512 0.000
C -2.280 3.252 0.632 0.000
C -1.867 2.612 -0.696 0.001
C -2.443 -0.618 0.856 0.000
C -3.610 -0.296 1.789 0.000
C -3.504 -1.142 3.069 0.000
C -2.039 -1.383 3.476 0.000
C -1.153 -0.232 3.010 0.000
C -1.089 -0.191 1.477 0.001
C -3.977 -1.032 -1.577 0.003
C -4.002 -0.855 -3.127 0.000
C -3.847 -2.187 -3.868 0.001
C -2.647 -2.968 -3.327 0.007
C -2.805 -3.294 -1.822 0.002
C -3.973 -2.525 -1.196 0.000
H -2.709 1.544 -2.333 0.000
H -5.102 1.458 -1.427 0.000
H -4.431 2.965 -1.988 0.000
H -4.824 2.193 0.919 0.000
H -5.685 3.410 0.011 0.000
H -3.907 4.434 1.447 0.000
H -3.582 4.718 -0.258 0.000
H -2.342 2.494 1.418 0.000
H -1.511 3.962 0.943 0.000
H -0.901 2.106 -0.613 0.003
H -1.728 3.417 -1.424 0.000
H -2.409 -1.706 0.736 0.000
H -4.578 -0.465 1.308 0.000
H -3.569 0.759 2.053 0.000
H -4.013 -2.098 2.921 0.000
H -4.032 -0.630 3.875 0.000
H -1.670 -2.311 3.027 0.000
H -1.971 -1.517 4.557 0.000
H -0.145 -0.332 3.406 0.000
H -1.548 0.712 3.405 0.000
H -0.304 -0.853 1.121 0.002
H -0.790 0.803 1.147 0.000
H -4.869 -0.583 -1.133 0.001
H -3.173 -0.220 -3.453 0.000
H -4.917 -0.345 -3.434 0.000
H -3.721 -1.988 -4.934 0.000
H -4.759 -2.784 -3.774 0.000
H -1.742 -2.369 -3.467 0.009
H -2.507 -3.885 -3.902 0.000
H -1.878 -3.039 -1.305 0.002
H -2.967 -4.363 -1.674 0.000
H -3.978 -2.652 -0.113 0.000
H -4.919 -2.949 -1.541 0.000
N 1.918 -0.423 0.084 0.448
P 3.114 -0.273 1.077 0.134
C 4.560 0.625 0.495 0.016
C 5.172 1.631 1.240 0.003
C 6.313 2.257 0.752 0.001
C 6.839 1.878 -0.474 0.001
C 6.232 0.872 -1.216 0.000
C 5.095 0.246 -0.735 0.002
C 2.575 0.578 2.583 0.014
C 2.566 -0.021 3.839 0.005
C 2.032 0.657 4.932 0.001
C 1.499 1.925 4.769 0.003
C 1.496 2.524 3.513 0.000
C 2.031 1.855 2.424 0.005
C 3.764 -1.880 1.585 0.019
C 4.874 -1.974 2.425 0.003
C 5.373 -3.217 2.779 0.001
C 4.775 -4.370 2.278 0.000
C 3.683 -4.279 1.428 0.001
C 3.170 -3.032 1.081 0.009
H 4.763 1.931 2.196 0.000
H 6.786 3.042 1.329 0.000
H 7.722 2.374 -0.859 0.000
H 6.636 0.586 -2.179 0.000
H 4.606 -0.520 -1.323 -0.001
H 2.972 -1.016 3.967 0.000
H 2.028 0.187 5.908 0.000
H 1.082 2.451 5.619 0.000
H 1.078 3.515 3.385 0.000
H 2.025 2.316 1.441 0.001
H 5.355 -1.072 2.794 0.000
H 6.233 -3.291 3.432 0.000
H 5.172 -5.342 2.548 0.000
H 3.228 -5.177 1.028 0.000
H 2.328 -2.940 0.403 0.011
```

(2)
The following is a DFT calculation (the ωB97M-V functional and the def2-TZVPD basis) of a structure of composition C22H32N2NaO7.

Its gap between HOMO and LUMO is 9.28 eV. As for the spin multiplicity: 1. The calculation puts the HOMO energy at -11.38 eV. The value obtained for the LUMO energy is -2.099 eV. Its charge is +1.

The geometry in XYZ format:
```
64
Properties=species:S:1:pos:R:3:lowdin_charge:R:1
Na -0.179 -1.139 -0.125 0.264
C -0.675 -3.804 1.064 -0.153
C -1.125 -2.949 2.233 -0.135
O -1.227 -1.578 1.856 -0.167
C -2.531 -1.035 1.698 -0.143
C -3.266 -1.598 0.490 -0.149
O -2.336 -1.694 -0.580 -0.185
C -2.905 -1.679 -1.879 -0.152
C -1.787 -1.973 -2.858 -0.157
O -0.658 -1.216 -2.462 -0.164
C 0.496 -1.426 -3.264 -0.158
C 1.689 -0.929 -2.475 -0.142
O 1.755 -1.532 -1.186 -0.171
C 2.146 -2.902 -1.132 -0.136
C 0.988 -3.765 -0.671 -0.151
O 0.512 -3.206 0.547 -0.158
H -1.439 -3.839 0.282 0.126
H -0.482 -4.825 1.408 0.142
H -0.372 -3.001 3.021 0.138
H -2.068 -3.328 2.636 0.139
H -2.376 0.036 1.568 0.133
H -3.136 -1.196 2.595 0.138
H -4.084 -0.917 0.234 0.139
H -3.700 -2.583 0.689 0.135
H -3.357 -0.701 -2.072 0.127
H -3.683 -2.441 -1.979 0.141
H -2.105 -1.715 -3.873 0.141
H -1.539 -3.042 -2.845 0.129
H 0.421 -0.882 -4.209 0.142
H 0.599 -2.493 -3.497 0.130
H 1.595 0.141 -2.294 0.135
H 2.606 -1.113 -3.043 0.139
H 2.960 -2.979 -0.410 0.139
H 2.512 -3.253 -2.100 0.138
H 1.330 -4.794 -0.527 0.143
H 0.180 -3.771 -1.416 0.123
O -0.716 6.280 0.145 -0.050
C -1.166 5.637 -1.034 -0.201
C -0.996 4.152 -0.866 -0.172
C -1.720 3.257 -1.642 -0.003
C -1.501 1.903 -1.464 -0.105
N -0.639 1.403 -0.581 0.124
C 0.066 2.265 0.163 -0.175
C -0.089 3.639 0.047 0.054
C 1.043 1.659 1.130 -0.173
C 1.878 2.430 1.923 0.054
C 2.764 1.812 2.794 -0.178
C 3.710 2.642 3.627 -0.206
O 4.696 3.277 2.825 -0.039
C 2.778 0.427 2.837 0.005
C 1.909 -0.271 2.012 -0.090
N 1.061 0.324 1.176 0.102
H -0.813 7.231 0.042 0.099
H -0.577 5.954 -1.902 0.136
H -2.214 5.860 -1.246 0.128
H -2.446 3.606 -2.366 0.121
H -2.043 1.178 -2.062 0.099
H 0.469 4.328 0.664 0.112
H 1.862 3.511 1.871 0.123
H 4.159 2.026 4.410 0.121
H 3.165 3.450 4.111 0.129
H 5.266 2.604 2.439 0.095
H 3.446 -0.105 3.505 0.119
H 1.891 -1.358 2.019 0.115
```

(3)
The following is a DFT calculation (the ωB97M-V functional and the def2-TZVPD basis) of a structure of composition C39H44AsOPt in a non-equilibrium geometry.

Its gap between HOMO and LUMO (spin up / spin down) is 5.30 / 5.37 eV. As for the spin multiplicity: 5. The calculation puts the HOMO energy (spin up / spin down) at -7.15 / -10.85 eV. The value obtained for the LUMO energy (spin up / spin down) is -1.843 / -5.479 eV. Its charge is +1.

The geometry in XYZ format:
```
86
Properties=species:S:1:pos:R:3:lowdin_spin:R:1
C 0.214 -0.371 -3.000 0.138
C -1.102 0.232 -2.894 0.164
C -2.086 -0.792 -3.201 0.134
C -1.383 -2.027 -3.452 0.174
C 0.037 -1.775 -3.281 0.148
Pt -0.978 -1.337 -1.301 1.265
C -0.899 -2.859 1.682 0.427
C 0.090 -2.036 1.262 0.376
H 0.553 -1.311 1.922 0.011
C 0.567 -2.043 -0.139 0.209
H 0.771 -3.063 -0.503 0.031
H 1.435 -1.388 -0.305 0.010
C -1.493 -2.778 3.054 0.052
H -1.277 -1.821 3.541 0.001
H -2.582 -2.895 2.986 0.010
H -1.122 -3.587 3.701 0.022
C -1.323 -4.053 0.870 0.054
H -1.128 -3.917 -0.200 0.011
H -0.798 -4.969 1.185 0.017
H -2.399 -4.220 0.988 0.007
C -1.379 1.629 -2.473 0.027
H -0.744 1.888 -1.614 0.005
H -1.183 2.341 -3.286 0.010
H -2.425 1.735 -2.164 0.001
C -3.554 -0.554 -3.260 0.012
H -3.872 0.060 -2.410 0.003
H -3.837 -0.023 -4.179 0.005
H -4.105 -1.498 -3.227 0.000
C -1.980 -3.360 -3.747 0.028
H -2.980 -3.451 -3.308 0.002
H -2.075 -3.527 -4.830 0.011
H -1.350 -4.165 -3.347 0.002
C 1.118 -2.796 -3.407 0.016
H 0.791 -3.765 -3.010 0.002
H 1.404 -2.946 -4.458 0.007
H 2.010 -2.480 -2.855 0.000
C 1.497 0.353 -2.812 0.016
H 2.319 -0.338 -2.597 0.000
H 1.762 0.934 -3.707 0.007
H 1.403 1.051 -1.972 0.003
C -2.636 -1.268 -0.090 0.234
C -2.554 -0.600 1.104 0.117
C -3.812 -1.952 -0.427 0.058
C -3.667 -0.497 1.946 0.015
H -1.631 -0.022 1.229 0.013
C -4.964 -1.775 0.356 0.032
H -3.803 -2.622 -1.291 0.004
C -4.893 -1.025 1.537 0.061
H -3.572 0.006 2.908 0.001
H -5.908 -2.219 0.026 0.002
H -5.785 -0.882 2.149 0.003
O 0.320 0.878 0.366 0.030
As 1.592 1.828 0.943 0.003
C 1.198 2.209 2.829 0.001
C 2.220 2.354 3.777 0.000
C 1.892 2.630 5.113 0.000
C 0.550 2.776 5.491 0.000
C -0.467 2.610 4.543 0.000
C -0.144 2.297 3.215 0.000
C 3.134 0.652 1.075 0.001
C 3.099 -0.399 1.999 0.000
C 4.185 -1.277 2.090 0.001
C 5.310 -1.080 1.281 0.000
C 5.337 -0.028 0.357 0.001
C 4.245 0.842 0.245 0.000
C 1.612 3.406 -0.213 0.001
C 2.419 3.581 -1.348 0.000
C 2.303 4.760 -2.102 0.000
C 1.368 5.739 -1.748 0.000
C 0.524 5.532 -0.649 0.000
C 0.657 4.374 0.125 0.000
H 3.264 2.242 3.482 0.000
H 2.684 2.726 5.858 0.000
H 0.296 3.012 6.527 0.000
H -1.514 2.719 4.831 0.000
H -0.927 2.113 2.479 0.000
H 2.229 -0.536 2.644 0.000
H 4.142 -2.104 2.801 0.000
H 6.168 -1.747 1.375 0.000
H 6.210 0.128 -0.280 0.000
H 4.254 1.669 -0.464 0.000
H 3.133 2.814 -1.652 0.000
H 2.948 4.910 -2.973 0.000
H 1.290 6.663 -2.326 0.000
H -0.238 6.266 -0.385 0.000
H 0.017 4.215 0.994 0.000
```

(4)
The following is a DFT calculation (the ωB97M-V functional and the def2-TZVPD basis) of the ion C3H6NOS with charge -1 in a non-equilibrium geometry.

Its gap between HOMO and LUMO is 6.97 eV. As for the spin multiplicity: 1. The calculation puts the HOMO energy at -2.86 eV. The value obtained for the LUMO energy is 4.113 eV. Its charge is -1.

The geometry in XYZ format:
```
12
Properties=species:S:1:pos:R:3:lowdin_charge:R:1
C -0.477 0.759 -0.026 -0.198
C -1.223 -0.557 0.383 -0.717
S -1.125 -2.008 -0.806 0.109
C 1.074 0.677 0.110 -0.547
N 1.639 -0.485 -0.340 0.153
O 1.695 1.727 0.322 -0.041
H -1.015 1.604 0.521 0.111
H -0.616 1.071 -1.085 0.105
H -2.306 -0.469 0.431 -0.002
H -1.109 -0.813 1.425 0.031
H 2.566 -0.351 -0.359 0.044
H 0.898 -1.156 -0.577 -0.048
```